Molecular formula: C16H28F2NO10PS2
Method: DFT, ωB97M-V/def2-TZVPD

Last columns: bonded neighbours and bond lengths (Å).
Atoms and positions in Å:
1 C 1.51 -0.21 0.31  N2 1.464, H21 1.079, H22 1.082, H23 1.084
2 N 1.34 0.94 -0.59  C1 1.464, C3 1.481, C4 1.402
3 C 2.52 1.19 -1.45  N2 1.481, H24 1.082, H25 1.082, H26 1.084
4 C 0.92 2.10 0.08  N2 1.402, O5 1.197, C6 1.534
5 O 1.16 2.39 1.22  C4 1.197
6 C 0.08 3.06 -0.77  C4 1.534, C7 1.508, H27 1.080, H28 1.077
7 C -1.39 2.90 -0.46  C6 1.508, O8 1.198, O9 1.400
8 O -1.80 3.08 0.65  C7 1.198
9 O -2.31 2.62 -1.48  C7 1.400, C10 1.410
10 C -2.16 1.38 -2.15  O9 1.410, C11 1.526, P15 1.903, S17 1.840
11 C -1.87 0.18 -1.25  C10 1.526, C12 1.511, H29 1.082, H30 1.080
12 C -2.77 -0.06 -0.06  C11 1.511, O13 1.201, F14 1.318
13 O -2.70 -1.09 0.55  C12 1.201
14 F -3.63 0.88 0.29  C12 1.318
15 P -0.85 1.39 -3.53  C10 1.903, S16 1.930, H31 1.408, H32 1.405
16 S -1.19 0.29 -5.08  P15 1.930
17 S -3.77 1.12 -2.99  C10 1.840, O18 1.407, O19 1.409, F20 1.541
18 O -3.87 2.07 -4.03  S17 1.407
19 O -3.97 -0.25 -3.24  S17 1.409
20 F -4.79 1.55 -1.92  S17 1.541
21 H 2.33 -0.82 -0.03  C1 1.079
22 H 1.70 0.07 1.33  C1 1.082
23 H 0.62 -0.83 0.30  C1 1.084
24 H 2.46 0.52 -2.30  C3 1.082
25 H 2.44 2.19 -1.85  C3 1.082
26 H 3.43 1.05 -0.88  C3 1.084
27 H 0.33 3.02 -1.82  C6 1.080
28 H 0.34 4.05 -0.42  C6 1.077
29 H -0.85 0.18 -0.89  C11 1.082
30 H -1.98 -0.70 -1.87  C11 1.080
31 H -0.61 2.76 -3.77  P15 1.408
32 H 0.30 0.92 -2.87  P15 1.405
33 C -5.02 -3.84 0.81  C34 1.514, H39 1.090, H40 1.090, H41 1.089
34 C -4.27 -4.34 -0.40  C33 1.514, O35 1.430, H42 1.091, H43 1.088
35 O -3.08 -5.04 -0.04  C34 1.430, C36 1.344
36 C -3.06 -6.35 0.29  O35 1.344, C37 1.512, O38 1.197
37 C -4.37 -7.07 0.53  C36 1.512, H44 1.089, H45 1.087, H46 1.087
38 O -2.01 -6.89 0.44  C36 1.197
39 H -5.36 -4.66 1.44  C33 1.090
40 H -5.89 -3.26 0.50  C33 1.090
41 H -4.38 -3.21 1.42  C33 1.089
42 H -4.89 -4.95 -1.06  C34 1.091
43 H -3.93 -3.49 -1.00  C34 1.088
44 H -4.57 -7.07 1.60  C37 1.089
45 H -4.25 -8.10 0.19  C37 1.087
46 H -5.22 -6.64 0.00  C37 1.087
47 C 6.29 4.25 2.86  C48 1.515, H53 1.090, H54 1.090, H55 1.090
48 C 4.92 3.60 2.93  C47 1.515, O49 1.431, H56 1.090, H57 1.088
49 O 4.65 2.80 1.78  C48 1.431, C50 1.336
50 C 5.05 1.54 1.64  O49 1.336, C51 1.509, O52 1.203
51 C 6.05 0.95 2.60  C50 1.509, H58 1.089, H59 1.087, H60 1.087
52 O 4.64 0.90 0.70  C50 1.203
53 H 7.09 3.51 2.82  C47 1.090
54 H 6.45 4.89 3.72  C47 1.090
55 H 6.37 4.85 1.95  C47 1.090
56 H 4.79 3.01 3.84  C48 1.090
57 H 4.15 4.36 2.94  C48 1.088
58 H 7.04 1.04 2.17  C51 1.089
59 H 5.82 -0.10 2.74  C51 1.087
60 H 6.05 1.42 3.58  C51 1.087

SMILES string = CN(C)C(=O)CC(=O)O[C@](CC(=O)F)([PH2]=S)S(=O)(=O)F.CCOC(C)=O.CCOC(C)=O
M = 527.50 g mol⁻¹
net charge = 0
F_max = 2.4 eV/Å
LUMO = 0.0080 Eh
energy relative to the best compared isomer or geometry (same formula, charge and spin) = 0.0 kJ/mol
gap between HOMO and LUMO = 9.454 eV
energy = -75404.0139 eV

Partial atomic charges computed with the Mulliken method, in multiples of e: -1.2036 0.5972 -1.1248 0.2364 -0.5271 -0.4648 0.1482 -0.4668 -0.3429 0.6690 -0.4201 0.5450 -0.5525 -0.1947 0.2053 -0.3195 1.2688 -0.5909 -0.5100 -0.1859 0.4480 0.3263 0.3099 0.4369 0.4386 0.3191 0.3312 0.4843 -0.7593 0.9189 0.1332 -0.0453 -0.9616 -0.3147 -0.3434 0.7019 -0.8809 -0.5734 0.3585 0.3402 0.2666 0.3806 0.1778 0.2406 0.3015 0.3129 -0.9969 -0.4521 -0.3512 0.8332 -1.2106 -0.6086 0.2751 0.3670 0.3149 0.3517 0.3515 0.2974 0.3239 0.3900